33
Properties=species:S:1:pos:R:3 method="wB97M-V/def2-TZVPD" total_energy_ha=-561.39193 e_above_lowest_kcal_mol=82.09 spin_multiplicity=1 charge=0 smiles=Cc1c[nH]c2ccccc12.CC(C)C orbital_gap_ev=8.849
C 1.143 -2.409 1.943
C 2.249 -2.134 1.068
C 3.562 -2.416 1.140
N 4.385 -1.721 0.251
C 3.514 -0.869 -0.449
C 3.937 0.069 -1.415
C 2.905 0.869 -1.955
C 1.529 0.537 -1.785
C 1.148 -0.363 -0.831
C 2.186 -1.069 -0.018
H 0.921 -3.407 2.248
H 0.152 -2.292 1.533
H 1.048 -1.782 2.806
H 4.009 -3.276 1.486
H 5.250 -1.725 0.008
H 4.943 -0.013 -1.754
H 3.293 1.589 -2.717
H 0.788 1.080 -2.372
H 0.167 -0.723 -0.726
C -2.171 1.652 0.788
C -3.369 0.998 0.115
C -4.672 1.419 0.874
C -3.306 1.338 -1.359
H -1.581 1.034 1.517
H -2.317 2.598 1.192
H -1.341 1.959 0.022
H -3.386 -0.050 0.215
H -4.897 2.423 0.515
H -5.534 0.713 0.810
H -4.697 1.433 1.979
H -2.546 0.898 -1.689
H -4.058 1.150 -1.963
H -3.254 2.491 -1.477



67
Properties=species:S:1:pos:R:3 method="wB97M-V/def2-TZVPD" total_energy_ha=-2879.64925 spin_multiplicity=1 charge=-1 orbital_gap_ev=6.716
N 0.114 0.011 1.071
P -0.645 1.279 1.711
Nb -3.185 0.813 1.835
H -0.533 -0.741 0.853
H -0.410 2.436 0.920
H -0.085 1.548 2.990
H -3.529 2.580 1.993
H -3.312 0.919 -0.010
H -2.873 -0.988 1.579
H -3.041 0.661 3.649
H -4.965 0.492 2.006
C -0.104 8.147 0.321
C -1.100 8.279 1.455
O -1.911 7.102 1.574
C -1.345 6.070 2.204
O -0.239 6.062 2.661
C -2.336 4.902 2.294
F -2.931 4.705 1.120
F -3.290 5.160 3.200
F -1.709 3.787 2.664
H -0.618 7.905 -0.610
H 0.452 9.075 0.191
H 0.606 7.344 0.515
H -1.788 9.098 1.251
H -0.605 8.496 2.402
C 2.051 -1.588 -0.517
C 3.341 -2.272 -0.932
O 3.139 -3.695 -1.103
C 2.590 -4.071 -2.245
O 2.253 -3.350 -3.140
C 2.482 -5.600 -2.288
F 1.984 -6.099 -1.149
F 3.691 -6.160 -2.479
F 1.691 -6.008 -3.284
H 1.641 -2.054 0.377
H 2.216 -0.536 -0.315
H 1.294 -1.671 -1.297
H 4.087 -2.159 -0.146
H 3.759 -1.837 -1.839
C -3.841 -6.755 2.161
C -3.308 -6.507 3.557
O -2.229 -5.563 3.541
C -2.588 -4.276 3.457
O -3.711 -3.876 3.396
C -1.343 -3.383 3.492
F -0.383 -3.844 2.670
F -0.817 -3.350 4.735
F -1.620 -2.143 3.132
H -3.035 -7.065 1.495
H -4.607 -7.531 2.177
H -4.277 -5.849 1.742
H -2.895 -7.428 3.966
H -4.094 -6.173 4.235
C 2.581 1.167 -6.552
C 2.523 0.145 -5.435
O 3.380 0.521 -4.343
C 2.892 1.442 -3.514
O 1.827 1.974 -3.609
C 3.887 1.693 -2.376
F 5.145 1.852 -2.829
F 3.898 0.655 -1.527
F 3.585 2.787 -1.681
H 3.612 1.322 -6.874
H 1.989 0.832 -7.404
H 2.196 2.131 -6.223
H 2.893 -0.815 -5.789
H 1.505 -0.009 -5.080



64
Properties=species:S:1:pos:R:3 method="wB97M-V/def2-TZVPD" total_energy_ha=-11625.01319 s2=0.754 spin_multiplicity=2 charge=0 orbital_gap_ev="7.916 / 7.998"
C -2.811 2.368 0.375
C -1.452 2.727 -0.191
C -1.181 4.212 -0.188
N -0.665 1.861 -0.679
C 0.427 1.125 -0.062
C 1.558 2.051 0.461
C 1.444 2.494 1.909
C 2.618 3.423 2.283
S 4.115 2.480 2.727
C -0.053 0.161 1.026
C -0.565 -1.214 0.551
C 0.480 -2.288 0.885
C -1.833 -1.573 1.359
N -0.943 -1.219 -0.887
O -1.391 -2.372 -1.233
C 0.096 -0.718 -1.843
C 0.913 -1.849 -2.473
C -0.664 -0.048 -3.016
C 1.053 0.284 -1.192
H -3.138 1.399 0.017
H -3.544 3.108 0.043
H -2.791 2.424 1.463
H -1.371 4.611 0.810
H -1.841 4.729 -0.884
H -0.156 4.426 -0.473
H 1.605 2.919 -0.195
H 2.495 1.510 0.326
H 0.500 3.000 2.120
H 1.524 1.646 2.584
H 2.888 4.005 1.406
H 2.381 4.062 3.125
H 4.474 2.036 1.519
H 0.816 -0.044 1.651
H -0.788 0.627 1.678
H 0.674 -2.211 1.954
H 0.150 -3.281 0.605
H 1.427 -2.037 0.407
H -2.738 -1.234 0.864
H -1.872 -2.655 1.459
H -1.714 -1.167 2.360
H 1.429 -2.470 -1.745
H 0.307 -2.412 -3.170
H 1.688 -1.346 -3.055
H -1.671 -0.455 -3.053
H -0.191 -0.344 -3.952
H -0.657 1.033 -2.947
H 1.963 -0.199 -0.838
H 1.346 0.993 -1.967
Br -0.510 -0.991 4.866
C -1.800 0.029 5.905
C -3.092 -0.721 6.082
Br -4.158 -0.702 4.456
H -1.937 0.976 5.393
H -1.324 0.202 6.868
H -3.707 -0.242 6.840
H -2.936 -1.762 6.344
Br 3.932 -3.077 -5.720
C 2.374 -4.233 -5.576
C 1.343 -3.919 -6.627
Br 0.367 -2.294 -6.200
H 1.989 -4.113 -4.569
H 2.751 -5.245 -5.704
H 0.594 -4.706 -6.668
H 1.774 -3.778 -7.612



17
Properties=species:S:1:pos:R:3 method="wB97M-V/def2-TZVPD" total_energy_ha=-343.14869 e_above_lowest_kcal_mol=33.11 spin_multiplicity=1 charge=0 orbital_gap_ev=10.601
H 0.094 2.194 -0.794
N 0.078 2.212 0.231
C -0.752 1.404 0.706
C -1.610 0.478 -0.198
N -2.583 -0.198 0.465
O -1.651 0.685 -1.394
H -0.901 1.361 1.781
H -2.557 -0.328 1.461
H -3.271 -0.697 -0.076
C 2.278 -0.466 -0.274
C 1.024 -1.323 -0.270
H 2.928 -0.713 0.563
H 2.017 0.588 -0.201
H 2.838 -0.610 -1.196
H 0.407 -1.131 -1.144
H 1.277 -2.382 -0.283
H 0.383 -1.071 0.622



14
Properties=species:S:1:pos:R:3 method="wB97M-V/def2-TZVPD" total_energy_ha=-324.55332 e_above_lowest_kcal_mol=107.39 spin_multiplicity=1 charge=0 smiles="C[C@]12N[C@H]1CC2=O" orbital_gap_ev=9.512
C 0.870 1.452 -0.370
C -0.511 0.557 -0.046
N -1.789 0.186 0.677
C -0.517 -0.379 1.111
C 0.211 -1.405 0.208
C -0.073 -0.474 -0.981
O 0.001 -0.494 -2.183
H 1.723 0.881 -0.854
H 1.273 1.782 0.577
H 0.671 2.241 -1.085
H -2.445 -0.459 0.198
H -0.238 -0.090 2.127
H -0.232 -2.365 0.006
H 1.263 -1.491 0.521



79
Properties=species:S:1:pos:R:3 method="wB97M-V/def2-TZVPD" total_energy_ha=-2264.34054 e_above_lowest_kcal_mol=4.36 spin_multiplicity=1 charge=0 orbital_gap_ev=7.878
P 1.209 -2.305 -2.649
P 1.207 1.204 -2.258
C 1.120 -1.012 -4.004
C 1.795 0.355 -3.790
H 0.037 -0.863 -4.168
H 1.528 -1.502 -4.902
H 2.885 0.262 -3.693
H 1.597 1.019 -4.644
C -0.065 2.305 -2.882
H -0.687 2.688 -2.072
H -0.721 1.817 -3.602
H 0.474 3.149 -3.343
C 2.585 2.227 -1.703
H 2.476 3.226 -2.146
H 3.511 1.726 -2.017
H 2.623 2.311 -0.594
C 0.352 -3.562 -3.740
H 0.180 -4.511 -3.221
H 0.975 -3.769 -4.634
H -0.631 -3.194 -4.086
C 2.929 -3.004 -2.737
H 3.694 -2.241 -2.535
H 3.091 -3.444 -3.740
H 3.044 -3.812 -1.992
Hg 1.382 -0.584 -0.866
C -2.924 0.569 -3.166
C -2.753 0.269 -4.470
C -3.667 -0.536 -5.337
C -4.291 -1.696 -4.546
C -3.238 -2.665 -4.144
C -2.668 -2.676 -2.942
C -2.805 -1.771 -1.773
C -3.081 -0.232 -1.896
C 2.696 -1.781 0.321
H -2.690 1.630 -2.922
H -1.989 0.835 -5.026
H -3.046 -0.905 -6.158
H -4.482 0.075 -5.769
H -4.825 -1.323 -3.666
H -5.022 -2.223 -5.177
H -2.941 -3.368 -4.937
H -1.988 -3.502 -2.733
H -1.866 -1.854 -1.176
H -3.608 -2.182 -1.137
H -4.081 -0.013 -1.463
H -2.374 0.258 -1.194
H 3.604 -1.996 -0.252
H 2.056 -2.621 0.604
H 2.839 -1.081 1.162
O 2.169 2.640 1.146
C 1.532 1.854 1.849
N 0.855 2.258 3.011
C 0.658 1.142 3.882
C 0.876 -0.016 2.864
O 0.670 -1.200 3.140
N 1.321 0.501 1.679
C 1.727 1.203 4.980
C 2.628 0.172 5.237
C 3.654 0.369 6.175
C 3.767 1.587 6.855
C 2.851 2.615 6.604
C 1.819 2.416 5.684
C -0.749 1.181 4.464
C -1.029 0.594 5.702
C -2.306 0.708 6.256
C -3.305 1.410 5.578
C -3.037 1.958 4.316
C -1.756 1.835 3.759
H 1.123 3.178 3.345
H 2.528 -0.786 4.719
H 4.367 -0.432 6.360
H 4.563 1.745 7.583
H 2.919 3.586 7.103
H 1.089 3.211 5.506
H -0.228 0.076 6.231
H -2.509 0.231 7.216
H -4.293 1.523 6.026
H -3.820 2.468 3.758
H -1.528 2.280 2.788



7
Properties=species:S:1:pos:R:3 method="wB97M-V/def2-TZVPD" total_energy_ha=-1218.31236 e_above_lowest_kcal_mol=72.96 spin_multiplicity=1 charge=0 smiles="O=[N+]([O-])N=C(Cl)Cl" orbital_gap_ev=9.876
O -1.690 -1.419 0.223
N -1.030 -0.521 0.658
O -1.390 0.340 1.468
N 0.297 -0.527 0.231
C 1.016 0.308 -0.596
Cl 2.674 0.228 -0.707
Cl 0.123 1.590 -1.277



4
Properties=species:S:1:pos:R:3 method="wB97M-V/def2-TZVPD" total_energy_ha=-226.67821 e_above_lowest_kcal_mol=0.00 spin_multiplicity=1 charge=0 orbital_gap_ev=14.474
C -0.833 1.134 1.047
C 0.981 -1.178 -1.267
O 1.672 -0.634 -0.558
O -1.820 0.679 0.779



45
Properties=species:S:1:pos:R:3 method="wB97M-V/def2-TZVPD" total_energy_ha=-921.49563 e_above_lowest_kcal_mol=2.11 spin_multiplicity=1 charge=0 smiles="CCCCNC(=O)OC[C@H](CC)NC(=O)OC(C)C" orbital_gap_ev=10.272
C 5.608 0.173 -0.882
C 4.133 -0.109 -0.629
C 3.889 -0.590 0.800
C 2.414 -0.892 1.066
N 1.580 0.281 0.949
C 0.749 0.474 -0.099
O 0.475 -0.352 -0.932
O 0.246 1.736 -0.059
C -0.815 2.021 -0.966
C -2.173 1.952 -0.242
C -2.342 3.067 0.792
C -2.647 4.417 0.155
N -2.316 0.666 0.411
C -2.574 -0.453 -0.323
O -3.030 -0.447 -1.438
O -2.312 -1.547 0.413
C -2.429 -2.819 -0.244
C -1.025 -3.355 -0.503
C -3.250 -3.744 0.645
H 5.973 0.943 -0.205
H 5.762 0.514 -1.903
H 6.201 -0.726 -0.728
H 3.554 0.798 -0.812
H 3.779 -0.869 -1.327
H 4.464 -1.499 0.982
H 4.235 0.170 1.506
H 2.293 -1.309 2.072
H 2.036 -1.611 0.337
H 1.806 1.085 1.514
H -0.632 3.020 -1.365
H -0.797 1.285 -1.776
H -2.961 2.007 -1.001
H -3.164 2.791 1.455
H -1.430 3.135 1.388
H -1.829 4.746 -0.480
H -2.799 5.168 0.927
H -3.549 4.357 -0.448
H -1.781 0.523 1.254
H -2.945 -2.651 -1.198
H -0.442 -2.604 -1.030
H -0.532 -3.581 0.440
H -1.075 -4.258 -1.105
H -2.756 -3.869 1.606
H -3.351 -4.715 0.168
H -4.239 -3.328 0.812



47
Properties=species:S:1:pos:R:3 method="wB97M-V/def2-TZVPD" total_energy_ha=-6105.08739 e_above_lowest_kcal_mol=0.00 spin_multiplicity=1 charge=0 smiles=ClC(Cl)(Cl)Cl.ClCCCl.ClCCCl.ClCCCl.ClCCCl.OCCO orbital_gap_ev=10.348
Cl 19.118 -11.321 17.911
C 17.823 -10.678 18.887
Cl 17.338 -9.077 18.222
Cl 16.433 -11.787 18.796
Cl 18.357 -10.502 20.561
Cl 22.139 -12.292 20.827
C 23.203 -11.203 19.936
C 22.557 -10.704 18.690
Cl 22.444 -11.981 17.454
H 24.103 -11.765 19.709
H 23.456 -10.375 20.590
H 23.184 -9.925 18.264
H 21.556 -10.335 18.876
Cl 14.533 -15.630 14.199
C 14.360 -14.377 15.431
C 15.051 -14.715 16.691
Cl 16.826 -14.832 16.515
H 13.298 -14.214 15.641
H 14.687 -13.431 14.999
H 14.693 -15.684 17.029
H 14.811 -13.976 17.449
Cl 17.342 -7.166 22.280
C 15.980 -6.542 21.287
C 16.043 -5.054 21.236
Cl 14.668 -4.395 20.288
H 15.054 -6.851 21.746
H 16.054 -6.985 20.306
H 16.964 -4.695 20.790
H 15.980 -4.653 22.245
Cl 12.021 -10.086 18.073
C 13.048 -8.759 17.506
C 12.814 -7.544 18.319
Cl 13.225 -7.811 19.985
H 12.725 -8.598 16.487
H 14.081 -9.071 17.577
H 11.789 -7.195 18.251
H 13.458 -6.742 17.955
O 21.406 -6.638 21.156
C 20.621 -7.307 20.198
C 21.327 -7.361 18.889
O 20.595 -8.130 17.948
H 21.028 -5.771 21.290
H 20.284 -8.281 20.539
H 19.692 -6.720 20.050
H 22.298 -7.843 19.029
H 21.506 -6.343 18.529
H 19.838 -7.616 17.653



102
Properties=species:S:1:pos:R:3 method="wB97M-V/def2-TZVPD" total_energy_ha=-2700.75710 e_above_lowest_kcal_mol=87.14 spin_multiplicity=1 charge=-1 orbital_gap_ev=4.710
Cd -1.351 0.939 1.216
O 0.648 0.131 4.880
C 0.004 0.212 3.839
N -0.587 1.222 3.229
C -0.695 2.517 3.679
C 0.060 3.073 4.711
C -0.110 4.394 5.083
C -1.063 5.179 4.449
C -1.824 4.655 3.422
C -1.648 3.336 2.996
N -2.259 2.803 1.884
C -3.272 3.362 1.237
O -4.050 4.253 1.596
C -3.428 2.804 -0.163
C -4.264 3.482 -1.053
C -4.355 3.052 -2.360
C -3.600 1.954 -2.752
C -2.800 1.338 -1.803
N -2.723 1.741 -0.546
C -0.332 -1.086 3.020
C 0.200 -2.384 3.572
C -0.414 -3.529 3.298
C -1.747 -3.544 2.603
C -2.395 -2.217 2.912
N -1.784 -1.118 3.022
H 0.789 2.447 5.205
H 0.504 4.820 5.866
H -1.216 6.206 4.755
H -2.561 5.265 2.923
H -4.816 4.330 -0.678
H -4.997 3.559 -3.070
H -3.632 1.583 -3.766
H -2.188 0.481 -2.060
H 1.067 -2.323 4.211
H -0.016 -4.479 3.629
H -2.358 -4.378 2.968
H -3.477 -2.185 2.983
C 0.318 5.035 -1.904
C 0.268 4.979 -0.519
C 0.376 3.773 0.141
C 0.491 2.577 -0.579
C 0.550 2.647 -1.974
C 0.479 3.863 -2.624
N 0.488 1.344 0.061
C 1.557 0.951 0.769
C 2.809 1.611 0.747
C 3.888 1.129 1.444
C 3.789 -0.039 2.190
C 2.577 -0.701 2.245
C 1.471 -0.230 1.561
N 0.197 -0.857 1.652
N 0.039 -2.023 0.915
C -1.218 -2.275 0.649
C -1.658 -3.678 1.017
C -2.962 -4.021 0.408
C -3.783 -3.029 -0.002
C -3.340 -1.683 0.016
N -2.113 -1.327 0.328
H 0.248 5.985 -2.416
H 0.160 5.884 0.060
H 0.349 3.735 1.225
H 0.651 1.725 -2.535
H 0.561 3.896 -3.704
H 2.900 2.524 0.174
H 4.827 1.664 1.408
H 4.646 -0.427 2.718
H 2.483 -1.604 2.826
H -0.891 -4.426 0.805
H -3.223 -5.062 0.284
H -4.745 -3.246 -0.440
H -3.994 -0.899 -0.343
C 3.677 -3.065 -0.715
C 2.450 -3.316 -1.574
C 1.548 -4.325 -0.888
Sb 1.327 -1.401 -1.833
C 2.780 -0.421 -3.272
C 3.713 0.471 -2.471
C 3.592 -1.325 -4.183
C -0.048 -2.119 -3.477
C -1.404 -2.451 -2.881
C 0.452 -3.297 -4.291
H 4.155 -4.013 -0.455
H 3.387 -2.560 0.204
H 4.407 -2.444 -1.230
H 2.750 -3.689 -2.557
H 1.284 -3.952 0.099
H 2.058 -5.285 -0.781
H 0.629 -4.487 -1.451
H 2.142 0.217 -3.891
H 4.379 -0.126 -1.851
H 3.151 1.132 -1.819
H 4.322 1.076 -3.145
H 4.131 -2.074 -3.607
H 4.329 -0.729 -4.731
H 2.969 -1.828 -4.920
H -0.152 -1.249 -4.134
H -1.326 -3.308 -2.214
H -2.122 -2.701 -3.666
H -1.792 -1.614 -2.306
H 0.544 -4.184 -3.668
H 1.419 -3.090 -4.740
H -0.252 -3.529 -5.094



13
Properties=species:S:1:pos:R:3 method="wB97M-V/def2-TZVPD" total_energy_ha=-303.39997 e_above_lowest_kcal_mol=148.15 spin_multiplicity=1 charge=0 smiles="C#C[C@@H]1CN1N=C" orbital_gap_ev=9.625
C -2.465 0.729 1.427
C -1.452 0.711 0.625
C -0.724 0.904 -0.654
C -0.285 -0.419 -1.274
N 0.720 0.354 -0.663
N 1.529 0.429 0.465
C 2.129 -0.763 0.675
H -2.907 0.518 2.495
H -0.915 1.658 -1.331
H 0.022 -0.519 -2.378
H -0.709 -1.295 -0.797
H 2.092 -1.639 0.020
H 2.967 -0.668 1.391